Below is a single C5H9NO molecule, with properties calculated with ωB97M-V/def2-TZVPD.

HOMO level = -10.09 eV
Gap between HOMO and LUMO = 8.56 eV

Geometry as XYZ:
```
16
C5H9NO ωB97M-V/def2-TZVPD
C 0.05 -1.54 -0.22
C -0.01 -0.02 -0.07
C -1.04 0.58 -1.03
C -0.19 0.44 1.38
N 1.88 1.15 0.76
C 1.36 0.57 -0.31
O 2.09 0.63 -1.29
H 0.35 -1.81 -1.23
H -0.93 -1.99 -0.01
H 0.78 -1.98 0.48
H -2.03 0.17 -0.84
H -0.76 0.36 -2.07
H -1.08 1.67 -0.93
H -0.92 1.24 1.52
H -0.35 -0.37 2.10
H 0.81 0.90 1.76
```

Below is a single C5H9NO molecule in a non-equilibrium geometry, with properties calculated with ωB97M-V/def2-TZVPD.

HOMO level (alpha / beta) = -8.71 / -8.71 eV
Structure (SMILES) = C[C@H]1N[C@H]1CC=O
Gap between HOMO and LUMO (alpha / beta) = 8.93 / 8.93 eV

Geometry as XYZ:
```
16
C5H9NO ωB97M-V/def2-TZVPD
C -1.34 -0.11 1.28
C -1.31 0.06 -0.22
N -0.89 1.36 -0.74
C -0.05 0.19 -0.97
C 1.26 0.26 -0.26
C 1.82 -1.16 0.18
O 2.37 -1.26 -0.91
H -0.58 0.50 1.76
H -2.31 0.20 1.68
H -1.17 -1.16 1.55
H -2.12 -0.44 -0.75
H -1.41 1.62 -1.58
H -0.02 -0.24 -1.98
H 1.29 0.67 0.73
H 1.98 0.87 -0.86
H 2.48 -1.34 1.09
```

Below is C5H9NO as an isolated structure in a non-equilibrium geometry, with properties calculated with ωB97M-V/def2-TZVPD.

HOMO level = -9.43 eV
Gap between HOMO and LUMO = 10.33 eV

Geometry as XYZ:
```
16
C5H9NO ωB97M-V/def2-TZVPD
C -1.08 -0.30 1.15
C -0.02 -0.06 -0.33
C -0.17 -1.24 -1.24
C -0.17 1.40 -0.70
O 1.03 1.69 0.08
C 1.27 0.35 0.27
N 2.21 -0.27 0.83
H -0.84 0.53 1.82
H -2.18 -0.27 0.95
H -0.90 -1.24 1.72
H 0.65 -1.97 -1.31
H -0.78 -1.34 -0.29
H -0.79 -1.17 -2.14
H -1.07 1.85 -0.27
H -0.04 1.67 -1.75
H 2.90 0.37 1.21
```

Below is a single C5H9NO molecule, with properties calculated with ωB97M-V/def2-TZVPD.

HOMO level = -9.38 eV
Structure (SMILES) = CC(=O)[C@@H]1CN1C
Gap between HOMO and LUMO = 10.39 eV

Geometry as XYZ:
```
16
C5H9NO ωB97M-V/def2-TZVPD
C 0.80 -1.28 1.91
C -0.30 -0.29 1.57
O -1.21 -0.11 2.35
C -0.44 0.43 0.25
C -0.77 -0.48 -0.88
N 0.45 0.30 -0.91
C 0.38 1.39 -1.89
H 0.54 -1.73 2.87
H 0.91 -2.08 1.17
H 1.76 -0.77 1.98
H -1.00 1.35 0.37
H -1.58 -0.20 -1.54
H -0.64 -1.55 -0.73
H 0.96 1.10 -2.77
H 0.79 2.33 -1.51
H -0.65 1.59 -2.23
```

Below is a single C5H9NO molecule in a non-equilibrium geometry, with properties calculated with ωB97M-V/def2-TZVPD.

HOMO level = -9.09 eV
Structure (SMILES) = C[C@H]1N[C@H]1[C@H]1CO1
Gap between HOMO and LUMO = 10.21 eV

Geometry as XYZ:
```
16
C5H9NO ωB97M-V/def2-TZVPD
C -2.00 -0.47 0.09
C -1.16 0.74 0.47
N -0.12 0.20 1.45
C 0.24 0.93 0.24
C 1.00 0.21 -0.82
C 2.26 -0.46 -0.52
O 1.08 -1.21 -0.71
H -2.68 0.03 -0.60
H -2.60 -0.97 0.84
H -1.49 -1.25 -0.46
H -1.74 1.54 0.92
H 0.11 -0.78 1.27
H 0.61 1.93 0.45
H 0.84 0.57 -1.83
H 3.02 -0.58 -1.29
H 2.64 -0.44 0.50
```

Below is a single C5H9NO molecule, with properties calculated with ωB97M-V/def2-TZVPD.

HOMO level = -9.02 eV
Structure (SMILES) = C[C@H]1N/C1=C/CO
Gap between HOMO and LUMO = 10.01 eV

Geometry as XYZ:
```
16
C5H9NO ωB97M-V/def2-TZVPD
C 0.82 -1.82 0.94
C 0.72 -0.33 1.19
N 1.78 0.54 0.64
C 0.55 0.49 0.01
C -0.12 0.79 -1.09
C -1.62 0.80 -1.04
O -2.00 2.07 -0.53
H -0.15 -2.31 1.06
H 1.53 -2.29 1.63
H 1.16 -1.99 -0.08
H 0.35 -0.03 2.17
H 2.55 0.07 0.17
H 0.36 1.33 -1.90
H -2.10 0.70 -2.02
H -2.00 -0.01 -0.39
H -1.31 2.25 0.13
```

Below is an isolated ion of composition C5H9NO and charge +1 in a non-equilibrium geometry, with properties calculated with ωB97M-V/def2-TZVPD.

2S+1 = 2
HOMO level (alpha / beta) = -16.46 / -16.42 eV
Charge = +1
Gap between HOMO and LUMO (alpha / beta) = 12.46 / 7.80 eV

Geometry as XYZ:
```
16
C5H9NO ωB97M-V/def2-TZVPD
C -1.34 -1.11 -1.38
N -0.80 -0.58 -0.10
C 0.52 -1.05 0.35
C 1.18 0.13 1.08
C 0.56 1.31 0.35
C -0.86 0.88 0.01
O -0.94 -2.13 -1.81
H -2.07 -0.44 -1.85
H 0.46 -1.93 0.99
H 1.06 -1.31 -0.57
H 2.24 -0.05 0.95
H 0.96 0.09 2.14
H 1.10 1.37 -0.62
H 0.75 2.33 0.67
H -1.16 1.34 -0.93
H -1.64 1.15 0.73
```

Below is a single C5H9NO2 molecule in a non-equilibrium geometry, with properties calculated with ωB97M-V/def2-TZVPD.

HOMO level = -8.55 eV
Structure (SMILES) = CN[C@@H]1[C@@H](O)[C@H]1C=O
Gap between HOMO and LUMO = 9.43 eV

Geometry as XYZ:
```
17
C5H9NO2 ωB97M-V/def2-TZVPD
C 2.41 0.19 0.22
N 1.49 -0.29 -0.75
C 0.07 -0.27 -0.59
C -0.53 0.85 0.27
O -1.34 1.80 -0.24
C -0.89 -0.60 0.49
C -2.32 -0.90 0.10
O -3.02 -0.06 -0.33
H 2.33 -0.18 1.30
H 2.51 1.25 0.07
H 3.37 -0.23 -0.03
H 1.83 -1.20 -1.09
H -0.52 -0.33 -1.48
H 0.13 1.33 0.97
H -2.24 1.55 -0.38
H -0.65 -1.03 1.43
H -2.62 -1.89 0.05
```

Below is a single C5H9NO2 molecule in a non-equilibrium geometry, with properties calculated with ωB97M-V/def2-TZVPD.

HOMO level = -8.75 eV
Structure (SMILES) = CO[C@H]1OC[C@H]2N[C@H]12
Gap between HOMO and LUMO = 9.58 eV

Geometry as XYZ:
```
17
C5H9NO2 ωB97M-V/def2-TZVPD
C 0.02 -0.50 -2.64
O 0.02 0.67 -1.74
C -0.34 0.18 -0.42
O 0.24 -1.04 0.16
C 0.32 -0.96 1.61
C -0.21 0.48 1.88
N 0.19 1.76 1.86
C 0.40 1.04 0.60
H 1.09 -1.27 -2.63
H 0.14 0.05 -3.69
H -1.06 -1.18 -2.42
H -1.51 0.00 -0.36
H 1.38 -1.14 1.79
H -0.23 -1.81 2.18
H -1.24 0.45 1.70
H -0.68 2.46 1.63
H 1.47 0.81 0.49
```

Below is C5H9NO2 as an isolated structure in a non-equilibrium geometry, with properties calculated with ωB97M-V/def2-TZVPD.

HOMO level = -8.75 eV
Gap between HOMO and LUMO = 8.86 eV

Geometry as XYZ:
```
17
C5H9NO2 ωB97M-V/def2-TZVPD
C -1.81 1.26 0.26
C -0.36 0.90 -0.14
C 0.13 -0.40 -0.01
C 1.65 -0.85 -0.28
C -0.85 -1.51 0.10
H -1.76 2.25 0.14
H -2.08 0.93 1.33
H -2.74 0.80 -0.28
H 0.02 2.73 0.32
H 1.46 1.67 -0.40
H 1.94 -1.18 -1.63
H 1.49 -2.04 -0.07
H 2.09 -0.03 1.22
H -0.46 -2.71 0.62
N 0.49 1.96 -0.36
O 2.63 -0.19 0.38
O -2.12 -1.39 -0.17
```

Below is a single C5H9NO2 molecule in a non-equilibrium geometry, with properties calculated with ωB97M-V/def2-TZVPD.

HOMO level = -9.50 eV
Structure (SMILES) = C[C@H]1C(=O)[C@H](O)N1C
Gap between HOMO and LUMO = 10.24 eV

Geometry as XYZ:
```
17
C5H9NO2 ωB97M-V/def2-TZVPD
C 0.16 1.84 -0.71
C -0.05 0.84 0.41
C -1.37 0.06 0.48
O -2.54 0.33 0.29
C -0.55 -1.19 0.90
O -0.35 -1.36 2.31
N 0.63 -0.49 0.33
C 0.83 -0.98 -1.04
H 1.06 2.44 -0.52
H -0.68 2.53 -0.76
H 0.26 1.39 -1.70
H 0.14 1.34 1.37
H -0.85 -2.13 0.42
H 0.61 -1.23 2.40
H 1.63 -0.43 -1.53
H 1.15 -2.03 -1.01
H -0.07 -0.93 -1.66
```

Below is a 2-piece molecular cluster, C5H9NO2 overall in a non-equilibrium geometry, with properties calculated with ωB97M-V/def2-TZVPD.

HOMO level = -8.75 eV
Gap between HOMO and LUMO = 6.66 eV

Geometry as XYZ:
```
17
C5H9NO2 ωB97M-V/def2-TZVPD
C -1.67 -0.12 -1.19
C -0.87 -0.33 -0.06
C 1.37 -0.18 0.63
C 0.97 1.26 0.98
C -0.33 0.70 -0.82
H -1.44 -2.55 -1.21
H -2.68 0.38 -1.01
H -1.22 -0.09 1.06
H 0.16 -1.52 1.04
H 2.11 -0.13 -0.20
H 1.68 -0.65 1.59
H 0.63 1.49 2.16
H 2.00 1.64 0.80
H 0.39 0.41 -1.66
N 0.37 -1.12 0.14
O -1.54 -0.96 -2.23
O 0.08 1.79 -0.02
```

What is the formula in the eighth record?
C5H9NO2